No. 1
Here is C48H47CoN9O7S as an isolated structure from the OMol25 dataset. Energies are from ωB97M-V with the def2-TZVPD basis set.

```
113
Properties=species:S:1:pos:R:3:mulliken_charge:R:1
Co -0.86 0.89 -0.25 1.7981
N -0.18 1.98 -1.94 -0.1545
C -1.22 2.81 -2.54 -0.6758
C -2.55 2.71 -1.77 0.4807
O -3.56 3.22 -2.27 -0.8638
O -2.48 2.10 -0.66 -0.6297
H 0.59 2.54 -1.62 0.2581
H 0.14 1.27 -2.59 0.2452
H -1.39 2.54 -3.58 0.4102
H -0.94 3.87 -2.49 0.3943
C 4.77 -3.52 -0.62 -1.0586
C 4.85 -2.40 0.42 -0.6756
N 4.52 -1.09 -0.12 0.2012
C 5.61 -0.22 -0.52 -0.8732
C 6.03 -0.36 -1.98 -0.9949
C 3.19 -0.75 -0.33 0.2492
S 2.83 0.73 -1.07 -0.5209
N 2.36 -1.71 0.08 -0.0049
C 1.04 -1.63 0.33 -1.1804
O 0.28 -0.65 0.41 0.4305
C 0.44 -2.97 0.66 0.7688
C 1.22 -4.12 0.81 -0.2496
C 0.64 -5.32 1.16 -0.7280
C -0.73 -5.40 1.37 -0.5165
C -1.52 -4.27 1.22 -1.4848
C -0.94 -3.06 0.87 0.5954
H 5.00 -4.49 -0.17 0.3148
H 5.47 -3.34 -1.44 0.3637
H 3.76 -3.54 -1.03 0.2002
H 5.86 -2.35 0.84 0.4229
H 4.15 -2.62 1.22 0.4116
H 6.47 -0.45 0.13 0.4010
H 5.30 0.81 -0.33 0.4097
H 6.41 -1.36 -2.20 0.2661
H 6.80 0.38 -2.22 0.3979
H 5.16 -0.16 -2.61 0.2390
H 2.28 -4.04 0.64 0.2760
H 1.25 -6.21 1.28 0.4172
H -1.19 -6.35 1.65 0.3808
H -2.59 -4.33 1.38 0.4663
H -1.55 -2.17 0.74 0.2851
C -2.38 -0.33 4.88 -1.0469
N -2.57 -0.02 3.49 0.3998
C -3.73 0.42 2.89 -1.1828
C -3.41 0.66 1.58 -0.8008
N -2.09 0.37 1.39 1.2257
C -1.61 -0.04 2.54 -1.0722
H -3.07 -1.11 5.21 0.3513
H -2.52 0.55 5.50 0.3206
H -1.36 -0.69 5.02 0.3039
H -4.66 0.54 3.43 0.4935
H -4.02 1.01 0.77 0.5050
H -0.59 -0.30 2.73 0.6708
O 0.14 4.32 -0.15 -0.7944
C 0.42 3.71 0.87 -0.6363
N 1.01 4.36 1.95 -0.0958
C 1.19 3.49 3.07 3.7667
C 0.73 2.13 2.38 -1.6925
O 0.82 1.08 3.02 -0.7249
N 0.25 2.38 1.17 1.1338
C 0.21 3.82 4.19 -0.1472
C -1.13 3.48 4.05 -0.3791
C -2.05 3.82 5.03 -0.7638
C -1.65 4.53 6.16 -0.4631
C -0.32 4.90 6.29 -0.8329
C 0.60 4.56 5.31 -0.3669
C 2.63 3.33 3.51 -0.9576
C 2.94 2.56 4.63 0.0426
C 4.26 2.36 5.01 -0.9347
C 5.29 2.92 4.28 -0.4267
C 4.99 3.67 3.15 -0.8134
C 3.67 3.87 2.76 -0.5232
H 0.99 5.36 2.01 0.2910
H -1.46 2.93 3.17 0.3519
H -3.09 3.55 4.90 0.4845
H -2.37 4.78 6.93 0.3810
H 0.00 5.47 7.15 0.3809
H 1.64 4.86 5.41 0.4411
H 2.14 2.10 5.19 0.4922
H 4.48 1.76 5.88 0.3737
H 6.32 2.77 4.58 0.3867
H 5.79 4.09 2.55 0.4120
H 3.45 4.43 1.87 0.3763
O -3.38 -1.55 -0.34 -0.7480
C -2.83 -1.45 -1.42 -0.8431
N -3.25 -2.22 -2.52 -0.0227
C -2.64 -1.74 -3.73 3.4350
C -1.55 -0.78 -3.09 -1.3585
O -0.68 -0.30 -3.81 -0.8341
N -1.77 -0.65 -1.77 1.4036
C -3.65 -0.94 -4.55 -0.6536
C -3.89 0.39 -4.26 -0.1918
C -4.87 1.11 -4.94 -0.7892
C -5.63 0.49 -5.92 -0.3345
C -5.40 -0.85 -6.21 -0.8059
C -4.42 -1.56 -5.54 -0.1170
C -1.91 -2.80 -4.51 -0.9540
C -1.42 -2.52 -5.79 -0.0362
C -0.70 -3.47 -6.49 -0.9224
C -0.44 -4.71 -5.93 -0.3499
C -0.90 -4.99 -4.65 -0.8516
C -1.63 -4.04 -3.95 -0.5082
H -4.20 -2.56 -2.51 0.3340
H -3.33 0.89 -3.49 0.0298
H -5.01 2.15 -4.67 0.5039
H -6.40 1.04 -6.45 0.3836
H -5.99 -1.34 -6.98 0.3674
H -4.25 -2.60 -5.78 0.4337
H -1.59 -1.54 -6.21 0.5026
H -0.33 -3.24 -7.49 0.3592
H 0.13 -5.45 -6.48 0.3750
H -0.69 -5.95 -4.20 0.4103
H -1.97 -4.24 -2.94 0.3801
```

Summary:
- LUMO level (spin up / spin down) (eV) = 4.085 / 4.085
- charge = -2
- 2S+1 = 2
- frontier orbital gap (spin up / spin down) (eV) = 6.568 / 6.564

No. 2
Here is C19H13Cl5INO7Re as an isolated structure from the OMol25 dataset. Energies are from ωB97M-V with the def2-TZVPD basis set.

```
47
Properties=species:S:1:pos:R:3:mulliken_charge:R:1
Re 0.24 0.27 -0.24 1.1710
O -0.79 -0.86 3.01 -0.4435
C -0.92 0.46 3.49 -0.7067
C -0.08 1.47 2.72 -0.7813
N -0.47 1.74 1.30 0.2809
C -1.95 1.73 1.12 -0.4584
C -2.40 0.31 0.88 0.0794
O -3.41 -0.14 1.34 -0.6236
O -1.58 -0.36 0.08 -0.5315
C 0.07 3.05 0.88 -0.5438
C 0.22 3.13 -0.63 0.3441
O 0.26 4.17 -1.22 -0.6018
O 0.33 1.93 -1.23 -0.6248
H -1.65 -1.18 2.71 0.3003
H -0.55 0.50 4.52 0.4300
H -1.97 0.76 3.54 0.3550
H 0.96 1.14 2.70 0.2878
H -0.13 2.41 3.27 0.4681
H -2.19 2.28 0.20 0.4731
H -2.47 2.21 1.94 0.4265
H 1.07 3.17 1.30 0.4481
H -0.54 3.88 1.24 0.4328
Cl 1.49 -2.68 0.23 1.0943
C 1.39 -2.30 -1.52 0.4710
C 0.71 -1.13 -1.81 -0.4848
C 0.41 -0.99 -3.18 0.7637
Cl -0.54 0.36 -3.71 -0.1861
C 0.81 -1.93 -4.13 -0.2521
Cl 0.43 -1.72 -5.79 -0.1711
C 1.53 -3.08 -3.75 0.5999
Cl 2.02 -4.23 -4.92 -0.1847
C 1.82 -3.29 -2.41 -0.5999
Cl 2.58 -4.73 -1.89 -0.1282
I -4.74 -6.71 0.13 0.1163
C -2.98 -5.66 0.41 0.0393
C -2.27 -5.81 1.59 -0.4506
C -1.09 -5.10 1.77 -0.7067
C -0.61 -4.24 0.78 0.7987
C -1.35 -4.09 -0.40 0.1654
C -2.52 -4.80 -0.59 -0.8869
C 0.63 -3.57 1.02 -0.4127
O 2.96 -2.92 0.46 -0.6319
O 1.22 -0.77 0.76 -0.7818
H -2.63 -6.47 2.36 0.3837
H -0.52 -5.21 2.69 0.4891
H -1.02 -3.41 -1.17 0.3791
H -3.09 -4.68 -1.50 0.3953
```

Summary:
- LUMO level (spin up / spin down) (eV) = -1.379 / -1.762
- 2S+1 = 2
- frontier orbital gap (spin up / spin down) (eV) = 6.336 / 6.578

For each record above, in turn, the calculated energy above the lowest of the compared OMol25 structures with the same formula, charge and spin values are 0.0 261.5 kcal/mol.
For each record above, in turn, the calculated DFT total energy values are -126752.717 -108569.563 eV.